[1]
C4H6N2OS as an isolated structure in a non-equilibrium geometry. Source: OMol25; level of theory: ωB97M-V with the def2-TZVPD basis set.

```
14
Properties=species:S:1:pos:R:3:forces:R:3
C -0.868724 -0.655564 0.014773 0.857 -2.483 1.091
C 0.400080 -0.943990 -0.372696 0.288 0.101 -0.780
C 1.580595 -0.026138 -0.322788 0.787 -1.589 3.593
C 1.281215 1.286762 0.521312 1.120 0.473 0.398
H -2.807669 -1.122528 -0.204332 3.368 -4.012 2.080
H -1.426330 -2.695924 0.126844 -0.829 0.624 -0.801
H -1.059557 0.396940 0.207510 -1.168 -0.688 0.243
H 0.478204 -2.003778 -0.617349 1.016 0.224 -0.105
H 2.035314 1.358766 1.314816 -0.573 0.259 -0.207
H -1.136150 2.695944 -0.828045 3.883 -2.838 1.345
N -1.802037 -1.770630 0.372592 -1.880 6.739 -2.375
N 0.379898 2.232942 0.453355 3.576 -1.860 1.806
O -0.283770 1.962102 -0.627384 -6.570 3.213 -4.883
S 3.228932 -0.714903 -0.038613 -3.877 1.838 -1.403
```
Forces are in eV/Å.

E_LUMO: -0.050 Ha
HOMO energy: -8.47 eV
Kohn-Sham gap: 7.12 eV
E_tot: -20101.1904 eV
2S+1: 1

[2]
One molecule with the formula C4H6N2OS in a non-equilibrium geometry. Source: OMol25; level of theory: ωB97M-V with the def2-TZVPD basis set.

```
14
Properties=species:S:1:pos:R:3:forces:R:3
C 1.644779 -1.031424 -0.115326 -2.043 -3.161 3.402
C 0.241122 -0.362434 0.112076 2.939 0.525 -1.490
N -1.053677 -0.840879 0.187692 0.364 -5.029 -1.383
C -1.913619 0.118970 0.020313 -5.661 3.935 -0.204
S -3.721036 0.193094 0.011089 2.895 -0.801 0.027
N -1.265479 1.345562 -0.120819 3.025 -4.803 0.106
C 0.107577 0.943622 -0.099516 1.657 4.471 2.021
O 1.219453 1.909578 0.127811 -8.534 2.049 -1.039
H 1.456324 -1.972196 -0.680326 0.646 1.185 -0.889
H 1.963976 -1.644868 0.844277 -0.455 1.721 -1.180
H 2.481180 -0.363598 -0.338593 -0.551 -0.370 -0.591
H -1.319073 -1.849520 -0.124649 0.454 2.562 1.181
H -1.751328 2.170016 0.072552 -0.412 1.482 0.122
H 1.909803 1.384076 0.103418 5.676 -3.767 -0.082
```
Forces are in eV/Å.

E_LUMO: 0.010 Ha
HOMO energy: -7.62 eV
Kohn-Sham gap: 7.88 eV
E_tot: -20105.9915 eV
2S+1: 1

[3]
C4H6N2OS as an isolated structure in a non-equilibrium geometry. Source: OMol25; level of theory: ωB97M-V with the def2-TZVPD basis set.

```
14
Properties=species:S:1:pos:R:3:forces:R:3
C -1.420860 1.557186 -0.342677 -1.684 -0.490 -0.181
C 0.363253 0.262076 0.436370 2.148 -0.910 3.147
C 1.029615 -1.145391 0.162097 2.232 1.432 -0.860
C 2.445338 -0.885921 -0.172419 6.534 4.168 -0.913
H -1.527282 1.916771 0.925528 0.144 -0.900 -4.017
H -2.494476 0.889809 -0.809265 2.676 3.584 1.322
H -0.857568 2.592960 -1.118127 -1.962 -3.512 2.532
H 1.205889 1.035931 0.439029 -1.131 -0.755 -1.090
H -0.006501 0.429851 1.490504 0.283 -0.803 -0.372
H -1.314749 -1.538432 0.165830 -0.837 -0.639 -0.104
N 0.699127 -2.313632 -0.187713 -1.488 -0.670 0.248
N 3.509316 -0.316450 -0.423978 -6.638 -3.983 1.534
O -0.683737 0.313847 -0.388913 -1.096 2.416 -1.651
S -0.947365 -2.798599 -0.176262 0.819 1.061 0.407
```
Forces are in eV/Å.

E_LUMO: -0.003 Ha
HOMO energy: -9.50 eV
Kohn-Sham gap: 9.43 eV
E_tot: -20102.1398 eV
2S+1: 1

[4]
One molecule with the formula C4H6N2OS4 in a non-equilibrium geometry. Source: OMol25; level of theory: ωB97M-V with the def2-TZVPD basis set.

```
17
Properties=species:S:1:pos:R:3:forces:R:3
O -2.186493 -1.894056 0.003790 1.334 1.192 0.269
C -1.329284 -1.002952 0.049471 -0.884 -1.671 -0.246
N -0.044392 -1.226810 0.480337 -1.471 2.954 -1.209
C 1.040908 -0.386405 0.154790 1.026 -0.661 -0.572
S 1.893695 -0.705996 -1.499832 -1.086 3.999 -0.484
S 2.237251 -0.749892 1.458396 1.073 0.080 0.298
N 0.712923 0.984916 0.018890 -1.926 -0.395 0.738
S 1.973069 2.019125 0.294689 0.293 2.524 -1.616
C -0.634643 1.313877 -0.171578 1.229 -0.074 0.526
C -1.582219 0.402449 -0.249762 -2.019 -0.889 -0.492
S -3.278991 0.768630 -0.698726 1.600 3.154 -0.585
H 0.275507 -2.092630 0.700211 0.343 -3.224 0.782
H 2.169605 -1.886671 -1.382501 0.946 -4.411 0.597
H 1.515482 -0.195094 2.443721 -0.153 -0.134 0.061
H 1.872346 2.680787 -0.964215 0.361 -0.715 1.428
H -0.902706 2.334898 -0.208695 0.242 1.070 -0.233
H -3.732060 -0.364168 -0.428986 -0.910 -2.801 0.737
```
Forces are in eV/Å.

E_LUMO: 0.007 Ha
HOMO energy: -8.18 eV
Kohn-Sham gap: 8.37 eV
E_tot: -52612.1404 eV
2S+1: 1

[5]
One molecule with the formula C4H6N2S in a non-equilibrium geometry. Source: OMol25; level of theory: ωB97M-V with the def2-TZVPD basis set.

```
13
Properties=species:S:1:pos:R:3:forces:R:3
C 2.784104 -0.740485 -0.006534 -0.267 -0.986 1.148
C 1.477510 -0.040551 -0.003235 -0.576 -0.137 0.020
N 1.257438 1.246424 -0.003214 0.292 -0.174 0.045
C -0.103817 1.407139 0.007420 -0.887 0.018 -0.106
C -0.717358 0.179983 0.002394 0.186 0.215 0.040
S -2.382340 -0.289116 -0.000708 -1.040 0.078 0.007
N 0.281394 -0.739241 0.000072 1.356 0.312 -0.013
H 2.890411 -1.384527 0.923837 -0.084 0.640 -1.113
H 3.575445 -0.021807 0.004387 0.439 0.440 -0.037
H 2.880457 -1.368812 -0.889159 0.105 -0.131 -0.019
H -0.601778 2.378772 -0.004140 0.373 -0.407 0.030
H -2.240972 -1.626761 -0.011063 0.234 0.219 0.000
H 0.199423 -1.737809 0.009192 -0.129 -0.088 -0.003
```
Forces are in eV/Å.

E_LUMO: 0.021 Ha
HOMO energy: -7.92 eV
Kohn-Sham gap: 8.48 eV
E_tot: -18060.6585 eV
2S+1: 1

[6]
One molecule with the formula C4H6N2S in a non-equilibrium geometry. Source: OMol25; level of theory: ωB97M-V with the def2-TZVPD basis set.

```
13
Properties=species:S:1:pos:R:3:forces:R:3
C 1.543077 1.037908 0.281520 -1.193 -0.868 -0.514
C 1.195968 -0.410360 -0.041530 1.954 -0.025 0.905
S 2.398058 -1.526908 0.119126 -0.058 -0.301 -0.348
N -0.049301 -0.762915 -0.330865 -1.256 0.034 -0.588
C -1.251260 0.056136 -0.252815 0.676 0.094 -0.271
C -2.401105 -0.745425 0.124931 -3.875 -1.551 1.607
N -3.422254 -1.265453 0.410149 3.463 1.511 -1.001
H 0.772514 1.602247 -0.265053 0.606 0.739 0.503
H 2.565000 1.257011 -0.049941 -0.501 -0.053 0.119
H 1.470336 1.115834 1.377780 -0.058 0.417 -0.430
H -0.211178 -1.714803 -0.616848 0.312 -0.217 0.139
H -1.049392 0.863820 0.445862 -0.450 0.003 0.162
H -1.560468 0.492904 -1.202313 0.379 0.218 -0.283
```
Forces are in eV/Å.

E_LUMO: 0.014 Ha
HOMO energy: -8.49 eV
Kohn-Sham gap: 8.85 eV
E_tot: -18059.7915 eV
2S+1: 1